Record 1
This record from the OMol25 dataset describes a single C8H8N2O molecule. The level of theory is wB97M-V/def2-TZVPD.

Its SMILES is Nc1cccc2c1CNC2=O. For the energy, the calculation gives -494.391515 hartree. The calculation puts the frontier orbital gap at 9.09 eV.

Last column: natural (NBO) charge in e.
Positions of all 19 atoms, in Å:
1 C -0.905 -0.985 0.120  0.177
2 C -0.512 -1.793 -0.942  -0.239
3 C 0.511 -1.401 -1.854  -0.199
4 C 1.104 -0.210 -1.670  -0.187
5 C 0.859 0.486 -0.506  -0.154
6 C 1.334 1.769 -0.110  0.646
7 C -0.127 1.171 1.572  -0.235
8 C -0.143 0.156 0.376  -0.023
9 H -2.051 -0.910 1.844  0.401
10 H -2.604 -2.171 0.575  0.406
11 H -1.201 -2.550 -1.086  0.199
12 H 0.726 -1.957 -2.767  0.222
13 H 2.009 0.200 -2.303  0.238
14 H 1.050 3.037 1.354  0.423
15 H -1.165 1.535 1.586  0.206
16 H 0.151 0.536 2.462  0.207
17 N -2.000 -1.458 0.944  -0.859
18 N 0.821 2.071 1.114  -0.613
19 O 2.146 2.474 -0.709  -0.616

***

Record 2
This record from the OMol25 dataset describes 9 unconnected molecules or ions with the total composition CH19O9. The level of theory is wB97M-V/def2-TZVPD.

For the energy, the calculation gives -726.633306 hartree. The charge is -1. The calculation puts the frontier orbital gap at 8.82 eV.

Last column: natural (NBO) charge in e.
Positions of all 29 atoms, in Å:
1 C -0.340 -0.044 0.547  -0.262
2 O 0.076 -0.271 -0.687  -1.017
3 H 0.128 -0.934 1.111  0.147
4 H -1.306 0.298 0.764  0.153
5 H 0.076 0.886 0.928  0.106
6 O 2.724 0.436 -0.276  -1.019
7 H 1.697 0.403 -0.372  0.515
8 H 3.188 -0.108 -0.837  0.465
9 O 1.121 0.265 -3.169  -0.958
10 H 1.738 0.977 -3.130  0.464
11 H 0.895 0.058 -2.341  0.485
12 O -2.308 0.057 -1.995  -1.000
13 H -1.600 -0.031 -2.644  0.484
14 H -1.602 -0.263 -1.411  0.496
15 O -0.352 2.555 -0.928  -0.961
16 H -0.831 3.090 -0.331  0.452
17 H -0.376 1.626 -0.672  0.495
18 O -3.941 1.693 -0.254  -0.971
19 H -3.567 0.918 -0.843  0.508
20 H -3.153 2.104 -0.036  0.451
21 O 1.077 -2.937 -1.339  -0.999
22 H 0.721 -2.016 -1.157  0.514
23 H 0.712 -3.264 -2.232  0.461
24 O 1.631 -0.155 3.160  -0.944
25 H 2.317 -0.967 3.072  0.477
26 H 1.463 -0.084 2.204  0.501
27 O -0.180 -1.783 4.206  -0.975
28 H -0.443 -1.350 4.926  0.444
29 H 0.422 -1.172 3.726  0.488

***

Record 3
This record from the OMol25 dataset describes 12 unconnected molecules or ions with the total composition H24O12. The level of theory is wB97M-V/def2-TZVPD.

Its SMILES is O.O.O.O.O.O.O.O.O.O.O.O. For the energy, the calculation gives -917.085662 hartree. The calculation puts the frontier orbital gap at 8.38 eV.

Last column: natural (NBO) charge in e.
Positions of all 36 atoms, in Å:
1 H 1.041 0.563 -0.191  0.456
2 H -0.244 1.167 -0.577  0.481
3 H -3.313 -1.842 -2.249  0.473
4 H -3.170 -0.350 -1.805  0.459
5 H -2.327 3.387 -1.194  0.472
6 H -2.520 1.928 -1.633  0.460
7 H 0.841 -1.134 3.408  0.474
8 H 0.344 -2.413 2.804  0.491
9 H 3.900 -1.770 -0.344  0.466
10 H 3.057 -0.943 -1.350  0.461
11 H 0.429 -3.824 -1.632  0.453
12 H -0.131 -4.693 -2.657  0.457
13 H -0.128 -0.078 1.351  0.465
14 H -1.011 -0.196 2.547  0.477
15 H 2.601 4.700 -0.136  0.468
16 H 2.925 5.839 -1.086  0.466
17 H -4.930 -0.141 1.008  0.493
18 H -4.177 0.674 -0.172  0.461
19 H -1.277 3.113 0.493  0.463
20 H -2.470 2.263 1.057  0.473
21 H 5.615 -0.092 0.382  0.456
22 H 4.595 0.922 0.220  0.458
23 H -0.093 -3.079 1.064  0.477
24 H -0.651 -4.333 1.440  0.471
25 O 0.396 0.598 -0.920  -0.936
26 O -3.370 -0.958 -2.517  -0.931
27 O -1.928 2.647 -1.669  -0.929
28 O 0.445 -1.529 2.653  -0.973
29 O 3.931 -1.234 -1.149  -0.918
30 O 0.790 -4.358 -2.342  -0.910
31 O -0.961 0.232 1.678  -0.952
32 O 3.163 5.486 -0.262  -0.935
33 O -4.485 0.678 0.701  -0.953
34 O -1.630 2.571 1.194  -0.936
35 O 4.735 -0.018 0.112  -0.923
36 O 0.009 -3.782 1.774  -0.934

***

Record 4
This record from the OMol25 dataset describes a single C3H7N3O2 molecule. The level of theory is wB97M-V/def2-TZVPD.

Its SMILES is N/N=C\O/N=C/CO. For the energy, the calculation gives -433.031190 hartree. The calculation puts the frontier orbital gap at 8.57 eV.

Last column: natural (NBO) charge in e.
Positions of all 15 atoms, in Å:
1 C -2.223 -0.795 -0.068  0.224
2 C 1.076 -1.101 0.097  -0.030
3 C 2.258 -0.143 0.010  -0.124
4 H -0.802 1.216 -0.109  0.389
5 H -2.118 2.290 -0.284  0.362
6 H -3.099 -1.529 -0.170  0.189
7 H 1.131 -2.183 0.426  0.198
8 H 2.668 -0.357 -1.056  0.197
9 H 2.971 -0.288 0.763  0.190
10 H 1.647 1.621 0.888  0.455
11 N -1.744 1.535 0.073  -0.612
12 N -2.468 0.463 0.005  -0.275
13 N -0.090 -0.558 -0.242  -0.123
14 O -0.951 -1.419 -0.089  -0.346
15 O 1.741 1.249 -0.244  -0.693

***

Record 5
This record from the OMol25 dataset describes a molecular structure, B4CuF4H12. The level of theory is wB97M-V/def2-TZVPD.

For the energy, the calculation gives -2146.003142 hartree. The charge is -2. As for the spin multiplicity: 2. The calculation puts the frontier orbital gap (spin up / spin down) at 5.60 / 5.44 eV. Its expectation value of S² is 0.75.

Last column: Löwdin charge in e.
Positions of all 21 atoms, in Å:
1 Cu -0.026 -0.019 0.031  0.313
2 B -1.557 -0.422 -0.766  -0.481
3 H -1.011 0.415 -1.173  -0.005
4 H -0.803 -1.166 -0.557  0.003
5 H -2.029 -0.213 0.181  0.018
6 H -2.318 -0.828 -1.414  0.003
7 B 0.280 -0.826 1.535  -0.466
8 H 0.578 -1.339 2.437  0.006
9 H 1.173 -0.337 1.178  0.002
10 H -0.186 -1.477 0.812  0.009
11 H -0.504 -0.124 1.774  0.013
12 B -0.235 1.774 0.269  -0.461
13 H 0.332 1.412 1.113  0.001
14 H -0.372 2.829 0.449  -0.022
15 H 0.270 1.693 -0.681  0.013
16 H -1.145 1.204 0.163  -0.033
17 B 1.540 -0.494 -1.069  -1.409
18 F 1.682 0.360 -0.003  0.075
19 F 1.260 -1.789 -0.650  0.136
20 F 0.407 -0.212 -1.813  0.095
21 F 2.664 -0.442 -1.816  0.188

***

Record 6
This record from the OMol25 dataset describes a single C20H21N5O4 molecule. The level of theory is wB97M-V/def2-TZVPD.

Its SMILES is COc1ccc(C2=C[C@H](c3ccc(OC)c(OC)c3)n3nnnc3N2)c(OC)c1. For the energy, the calculation gives -1349.379584 hartree. The calculation puts the frontier orbital gap at 8.34 eV.

Last column: natural (NBO) charge in e.
Positions of all 50 atoms, in Å:
1 C -7.016 -2.294 0.252  -0.254
2 H -6.491 -2.909 0.989  0.176
3 O -6.213 -2.035 -0.875  -0.485
4 C -5.054 -1.347 -0.715  0.344
5 C -4.314 -1.116 -1.874  -0.288
6 C -3.127 -0.423 -1.802  -0.132
7 C -2.634 0.063 -0.594  -0.186
8 C -3.384 -0.170 0.570  0.416
9 C -4.581 -0.872 0.504  -0.413
10 H -5.145 -1.048 1.404  0.225
11 O -2.866 0.310 1.740  -0.522
12 C -3.518 0.025 2.954  -0.254
13 H -2.895 0.470 3.729  0.208
14 H -3.594 -1.053 3.127  0.181
15 H -4.515 0.476 2.993  0.178
16 C -1.354 0.788 -0.561  0.190
17 C -0.299 0.419 -1.302  -0.272
18 C 1.043 1.104 -1.269  -0.069
19 N 0.908 2.307 -0.484  -0.214
20 C -0.165 2.650 0.270  0.488
21 N 0.113 3.767 0.911  -0.352
22 N 1.353 4.086 0.539  -0.052
23 N 1.839 3.249 -0.273  -0.071
24 N -1.297 1.917 0.248  -0.589
25 H -2.052 2.146 0.870  0.436
26 C 2.090 0.205 -0.641  -0.057
27 C 3.253 -0.119 -1.314  -0.223
28 C 4.235 -0.926 -0.748  0.265
29 C 4.034 -1.427 0.552  0.232
30 C 2.865 -1.087 1.223  -0.284
31 C 1.901 -0.286 0.641  -0.161
32 H 1.003 -0.048 1.191  0.206
33 H 2.693 -1.456 2.221  0.217
34 O 4.998 -2.240 1.095  -0.509
35 C 4.843 -2.681 2.420  -0.250
36 H 3.964 -3.324 2.533  0.175
37 H 5.740 -3.261 2.638  0.200
38 H 4.776 -1.843 3.121  0.179
39 O 5.299 -1.156 -1.566  -0.496
40 C 6.501 -1.702 -1.070  -0.239
41 H 6.384 -2.748 -0.779  0.184
42 H 6.883 -1.131 -0.221  0.179
43 H 7.206 -1.632 -1.898  0.188
44 H 3.438 0.255 -2.309  0.223
45 H 1.371 1.381 -2.281  0.218
46 H -0.351 -0.460 -1.920  0.228
47 H -2.566 -0.234 -2.704  0.223
48 H -4.694 -1.484 -2.812  0.229
49 H -7.878 -2.843 -0.123  0.205
50 H -7.358 -1.367 0.724  0.177

***

Record 7
This record from the OMol25 dataset describes a molecular structure, CH10MnO8. The level of theory is wB97M-V/def2-TZVPD.

For the energy, the calculation gives -1797.052866 hartree. As for the spin multiplicity: 6. The calculation puts the frontier orbital gap (spin up / spin down) at 4.92 / 5.23 eV. Its expectation value of S² is 8.75.

Last column: natural (NBO) charge in e.
Positions of all 20 atoms, in Å:
1 Mn 0.091 -0.021 0.187  1.537
2 C 1.336 -1.273 2.101  0.932
3 O 1.852 -1.898 3.059  -0.763
4 O 1.024 -1.763 0.935  -0.953
5 O 0.894 -0.036 2.249  -0.942
6 O -1.367 1.302 1.472  -0.949
7 H -1.192 2.066 2.035  0.507
8 H -2.325 1.291 1.348  0.478
9 O 1.794 1.423 -0.319  -0.955
10 H 1.988 1.368 -1.266  0.487
11 H 2.318 2.164 0.009  0.508
12 O 0.936 -1.043 -1.717  -0.970
13 H 0.498 -1.358 -2.515  0.481
14 H 1.629 -1.695 -1.521  0.526
15 O -1.726 -1.322 -0.185  -0.952
16 H -1.884 -2.022 -0.829  0.498
17 H -2.517 -1.303 0.367  0.496
18 O -1.046 1.118 -1.514  -0.956
19 H -0.942 2.080 -1.490  0.497
20 H -1.362 0.921 -2.404  0.495